12
Properties=species:S:1:pos:R:3 method="wB97M-V/def2-TZVPD" gap_ev=10.56 smiles=CC1(Br)CC1 lumo_energy_ev=1.01 relative_energy_kcal_mol=49.8 e_homo_ev=-9.5
Br 0.60298 0.18042 2.21350
C -1.18662 0.74912 -0.14623
C -1.05054 -0.67298 0.06434
C 0.03859 0.22990 0.39349
C 1.59135 -0.12488 -0.45012
H 1.44085 -0.82495 -1.35135
H 2.23817 -0.45260 0.31681
H -1.91269 1.33719 0.50946
H -1.55346 -1.05359 0.84363
H -0.95838 -1.49750 -0.64653
H 1.85849 0.90256 -0.63881
H -1.10874 1.22731 -1.10818

=====

55
Properties=species:S:1:pos:R:3 method="wB97M-V/def2-TZVPD" gap_ev=7.89 charge=+1 lumo_energy_ev=-3.50 relative_energy_kcal_mol=9.0 e_homo_ev=-11.4
Pt -0.57836 -0.32606 0.13937
P 0.93155 -1.39741 -1.06223
O 0.13095 0.87333 4.02662
O -0.74783 -0.31532 2.33416
N 0.33018 1.45417 0.56131
N -1.62284 -2.05108 -0.03461
N 0.33963 -2.97592 -0.77644
C -1.58287 -4.41373 -0.31651
C 3.65589 -1.30334 1.90687
C 2.47056 -1.33292 1.19378
C 4.86982 -1.25369 1.22995
C 1.26141 -2.38296 -5.01192
C 0.50311 1.67686 1.85395
C -3.59377 -3.30761 0.38936
C 0.66540 2.42969 -0.35347
C 1.30220 3.61157 0.07986
C 1.25968 -1.34862 -2.83611
C 3.72118 -1.26898 -0.88325
C 1.55327 3.77846 1.46261
C 1.64471 4.60023 -0.87121
C 0.34403 2.27948 -1.71608
C 1.13393 2.82812 2.34328
C 2.04522 -0.12347 -4.75849
C 0.67501 3.25995 -2.61004
C 1.78625 -0.18384 -3.39931
C -2.91904 -2.11723 0.32879
C 2.50329 -1.32501 -0.20623
C -0.08061 0.66340 2.85366
C -2.90243 -4.47504 0.07404
C 1.00824 -2.45209 -3.64843
C -0.96546 -3.16874 -0.37453
C 4.90359 -1.23571 -0.15653
C 1.34086 4.42898 -2.19096
C 1.77701 -1.22158 -5.56676
H 2.04110 4.68294 1.80637
H -1.02975 -5.30235 -0.58639
H 5.85188 -1.19608 -0.67616
H 2.46094 0.77910 -5.18800
H -4.62918 -3.32612 0.69408
H 1.05642 -3.24047 -5.63923
H -0.18026 1.38878 -2.03495
H -3.40085 -5.43378 0.12778
H 3.74979 -1.25761 -1.96529
H 2.01083 0.67113 -2.77571
H 0.41532 3.13815 -3.65405
H 1.24160 2.91171 3.41484
H 5.79597 -1.22665 1.78956
H 1.59431 5.19240 -2.91402
H -3.38484 -1.17832 0.59243
H 1.97644 -1.17203 -6.62944
H 2.13840 5.50057 -0.52683
H 1.52058 -1.35508 1.71743
H 0.60406 -3.36246 -3.22712
H 0.95935 -3.77182 -0.75883
H 3.63303 -1.30987 2.98862

=====

17
Properties=species:S:1:pos:R:3 method="wB97M-V/def2-TZVPD" gap_ev="9.52 / 7.09" lumo_energy_ev="0.75 / -0.18" relative_energy_kcal_mol=125.7 e_homo_ev="-8.8 / -7.3"
O -0.77686 1.45696 0.99675
N -1.69859 -0.07219 -0.64760
N 0.09889 -1.52677 -0.61612
N -2.31658 -0.71220 0.29013
C -0.57473 0.65900 -0.13016
C 0.62264 -0.27811 -0.20221
C 0.46846 0.93668 -1.15124
C 1.78163 -0.23840 0.76896
H 0.86356 -2.04364 -1.06996
H 1.60122 -0.92045 1.60180
H 1.93333 0.76529 1.17139
H 2.70143 -0.54781 0.26344
H 1.10958 1.78770 -0.95433
H 0.23218 0.73162 -2.18677
H -1.85390 -0.89859 1.17862
H -3.00389 -1.38217 -0.02429
H -1.18836 2.28307 0.71159

=====

56
Properties=species:S:1:pos:R:3 method="wB97M-V/def2-TZVPD" gap_ev=7.00 charge=-1 lumo_energy_ev=2.14 relative_energy_kcal_mol=9.0 e_homo_ev=-4.9
Ba -0.36427 -0.24177 0.07938
I -3.80735 0.07658 7.25952
I -4.30170 3.13238 2.18241
S 2.58626 -0.28717 2.00214
S 3.15333 -3.09587 3.01242
O -2.01047 -0.10833 -1.80252
O -2.01820 1.05474 1.37989
O 4.94189 -1.38250 2.42470
N -0.41492 0.95321 -3.11390
N 0.47430 0.07686 -2.48991
N -0.97239 -1.06496 2.68678
N 1.94014 -1.76241 -1.22650
C -3.80825 1.96364 -2.36112
C -2.22268 -0.50138 4.68927
C -3.78736 1.33796 4.55553
C 1.84773 0.07879 -4.52512
C -2.42685 0.83462 2.57251
C 1.52176 -0.29222 -3.11301
C -0.61830 -2.29537 4.70361
C 2.71397 -2.58480 -0.53313
C -0.35986 -2.01639 3.34711
C 3.70993 -1.49162 -2.79953
C -3.37918 3.46163 -4.66275
C 5.47563 -0.14901 1.95975
C 4.01488 -2.90959 -0.90276
C -4.74291 2.90818 -2.76209
C -4.53317 3.65399 -3.91340
C 4.51566 -2.34586 -2.05892
C -1.55262 -1.55468 5.35645
C -3.20775 0.33781 5.28017
C -2.65072 1.77556 -3.10559
C 3.60162 -1.56433 2.47086
C -1.87136 -0.27409 3.34700
C -1.63589 0.78139 -2.62729
C 2.42990 -1.21499 -2.35105
C -2.43645 2.52913 -4.25616
C -3.40514 1.57567 3.22237
H -3.95266 1.37981 -1.46206
H 5.52454 -2.56185 -2.38946
H -1.52536 2.37725 -4.81683
H 5.17011 0.04889 0.93185
H -1.78230 -1.74974 6.39619
H 6.55550 -0.27718 2.02056
H 1.04338 0.68231 -4.93385
H -3.21090 4.04225 -5.56152
H -5.26533 4.38857 -4.22626
H 4.60050 -3.56792 -0.27659
H 4.07650 -1.03730 -3.70989
H -0.06493 -3.08174 5.19748
H 2.77733 0.65067 -4.58197
H -5.63492 3.06426 -2.16837
H 1.98061 -0.81883 -5.13381
H 5.15054 0.68229 2.58459
H 2.29952 -2.99984 0.37650
H -4.54318 1.96568 5.00660
H 0.40183 -2.58238 2.81976